i | Density functional theory data (ωB97M-V/def2-TZVPD) for a cluster of 3 separate species, C5H8O in total.

Output
**Charge**: 0
**HOMO energy (spin up / spin down)**: -6.703 / -6.774 eV

Element x y z (Å)
C  -0.388  -0.344  -0.036
C  -2.461  0.474  0.244
C  -0.285  0.728  -0.835
C  1.803  -0.584  -0.498
C  2.582  -0.390  0.553
O  -0.206  1.618  -1.542
H  -0.700  -1.276  -0.476
H  -0.144  -0.264  1.010
H  2.190  -0.992  -1.433
H  -3.013  0.498  -0.693
H  -2.419  1.445  0.734
H  -2.806  -0.312  0.911
H  3.650  -0.619  0.571
H  2.198  0.017  1.491

Mulliken population analysis, charges in e, atoms 1 to 2:
1 C -0.708
2 C -1.281

ii | Density functional theory data (ωB97M-V/def2-TZVPD) for an isolated molecule of C5H8O.

Output
**SMILES**: C[C@H]1CCC1=O
**Charge**: 0
**HOMO energy**: -9.059 eV

Element x y z (Å)
C  1.705  -0.640  0.191
C  0.508  0.278  -0.062
C  -0.603  -0.077  -1.059
C  -1.626  0.304  0.049
C  -0.455  0.578  1.021
O  -0.274  0.941  2.156
H  2.391  -0.213  0.922
H  1.332  -1.581  0.639
H  2.259  -0.938  -0.708
H  0.418  1.446  -0.087
H  -0.572  0.537  -1.966
H  -0.647  -1.126  -1.378
H  -2.379  1.061  -0.169
H  -2.084  -0.596  0.463

Mulliken population analysis, charges in e, atoms 1 to 2:
1 C -1.300
2 C 0.703

We find ii to be the most stable, with the next structure 0.1957 hartree higher.

i | Density functional theory data (ωB97M-V/def2-TZVPD) for an isolated molecule of C5H8O.

Output
**SMILES**: C=CCC(C)=O
**Charge**: 0
**HOMO energy**: -9.385 eV

Element x y z (Å)
C  -1.986  0.033  0.401
C  -0.522  0.320  0.545
C  0.292  0.803  -0.674
C  1.159  -0.416  -0.859
C  2.034  -0.686  0.108
O  0.035  0.066  1.589
H  -2.221  -0.814  1.050
H  -2.533  0.910  0.760
H  -2.279  -0.175  -0.630
H  0.875  1.684  -0.381
H  -0.339  1.070  -1.529
H  0.786  -1.194  -1.522
H  2.335  0.090  0.806
H  2.364  -1.692  0.337

Mulliken population analysis, charges in e, atoms 1 to 2:
1 C -1.095
2 C 0.711

ii | Density functional theory data (ωB97M-V/def2-TZVPD) for a cluster of 2 separate species, C5H8O in total.

Output
**Charge**: 0
**HOMO energy**: -8.759 eV

Element x y z (Å)
C  -2.053  -0.626  0.427
C  -0.777  -0.548  0.093
C  0.503  -0.809  0.834
C  1.548  -0.229  -0.133
C  0.841  0.091  -1.437
O  -0.436  -0.116  -1.219
H  -0.115  3.269  -1.022
H  -2.347  -0.941  1.422
H  -2.827  -0.377  -0.292
H  0.502  -0.326  1.814
H  0.644  -1.884  0.989
H  1.973  0.722  0.216
H  2.401  -0.885  -0.333
H  0.145  2.658  -1.359

Mulliken population analysis, charges in e, atoms 1 to 2:
1 C -0.891
2 C 0.549

We find i to be the most stable, with the next structure 0.0955 hartree higher.

i | Density functional theory data (ωB97M-V/def2-TZVPD) for a structure of composition C3H5NO2S.

Output
**Charge**: 0
**HOMO energy**: -9.475 eV

Element x y z (Å)
C  -0.282  -1.302  0.319
C  1.732  0.989  0.337
C  -1.505  0.541  -0.985
H  -0.367  -2.354  -0.413
H  -1.374  -1.154  1.085
H  0.925  -1.385  1.294
H  2.360  -0.024  -0.178
H  -1.597  1.612  -0.909
N  -0.262  -0.069  -0.596
O  0.270  1.112  0.122
O  -2.537  -0.056  -1.246
S  2.639  2.092  1.169

Mulliken population analysis, charges in e, atoms 1 to 2:
1 C -0.647
2 C -0.097

ii | Density functional theory data (ωB97M-V/def2-TZVPD) for an isolated molecule of C3H5NO2S.

Output
**Charge**: 0
**HOMO energy**: -9.501 eV

Element x y z (Å)
C  -0.775  -1.453  0.130
C  -0.522  -0.126  0.747
C  -0.055  0.951  -0.121
N  0.154  0.932  -1.368
O  0.226  2.127  0.587
O  -3.208  -0.235  -0.051
S  -2.275  -0.722  0.969
H  -0.415  -2.361  0.711
H  -0.824  -1.480  -0.917
H  -0.086  -0.193  1.753
H  0.727  2.751  0.030
H  0.753  1.773  -1.605

Mulliken population analysis, charges in e, atoms 1 to 2:
1 C -0.731
2 C -0.084

iii | Density functional theory data (ωB97M-V/def2-TZVPD) for an isolated molecule of C3H5NO2S.

Output
**SMILES**: C[C@@H]1S[C@H]1[N+](=O)[O-]
**Charge**: 0
**HOMO energy**: -9.648 eV

Element x y z (Å)
C  -0.368  0.262  0.506
C  0.792  0.122  -0.510
C  -1.789  0.012  0.081
N  1.968  -0.517  -0.018
O  2.535  -1.307  -0.705
O  2.352  -0.163  1.084
S  0.534  1.821  -0.115
H  -0.033  -0.002  1.526
H  0.543  -0.202  -1.736
H  -2.614  0.910  0.131
H  -2.153  -0.852  0.694
H  -1.767  -0.085  -0.938

Mulliken population analysis, charges in e, atoms 1 to 2:
1 C -0.142
2 C -0.188

iv | Density functional theory data (ωB97M-V/def2-TZVPD) for a cluster of 2 separate species, C3H5NO2S in total.

Output
**Charge**: 0
**HOMO energy**: -9.136 eV

Element x y z (Å)
C  1.781  -0.172  0.821
C  0.653  -1.309  -1.017
C  -0.257  -1.386  0.139
N  -0.599  -1.162  1.200
O  1.720  -0.453  -0.527
O  2.665  0.791  0.948
S  -3.587  2.443  0.266
H  1.150  -2.118  -1.423
H  0.200  -0.894  -1.890
H  -2.605  2.166  -0.599
H  2.749  0.988  1.941
H  -3.871  1.106  0.139

Mulliken population analysis, charges in e, atoms 1 to 2:
1 C -0.219
2 C -0.191

We find ii to be the most stable, with the next structure 0.0602 hartree higher.

i | Density functional theory data (ωB97M-V/def2-TZVPD) for an isolated molecule of C3H5NO2S.

Output
**SMILES**: C[C@@H]1S[C@H]1[N+](=O)[O-]
**Charge**: 0
**HOMO energy**: -9.384 eV

Element x y z (Å)
C  -0.263  0.504  -0.247
C  0.870  -0.294  0.319
C  -1.058  0.197  -1.569
N  0.913  -0.517  2.038
O  1.701  -1.354  2.313
O  0.139  0.123  2.623
S  1.451  1.243  -0.461
H  -0.963  1.072  0.449
H  1.081  -1.255  -0.050
H  -0.772  -0.751  -1.982
H  -0.972  1.052  -2.108
H  -2.128  -0.023  -1.324

Mulliken population analysis, charges in e, atoms 1 to 2:
1 C -0.035
2 C -0.339

ii | Density functional theory data (ωB97M-V/def2-TZVPD) for an isolated molecule of C3H5NO2S.

Output
**SMILES**: CN(C=S)OC=O
**Charge**: 0
**HOMO energy**: -8.773 eV

Element x y z (Å)
C  -0.372  1.348  0.206
C  1.809  -0.774  -0.009
C  -1.350  -0.891  -0.301
H  -1.370  1.526  0.591
H  0.322  1.471  1.012
H  -0.208  2.028  -0.588
H  2.713  -1.033  -0.600
H  -1.009  -1.872  -0.689
N  -0.341  0.002  -0.280
O  0.892  -0.394  -0.862
O  1.778  -0.776  1.207
S  -2.865  -0.634  0.313

Mulliken population analysis, charges in e, atoms 1 to 2:
1 C -0.844
2 C 0.199

We find ii to be the most stable, with the next structure 0.0898 hartree higher.

i | Density functional theory data (ωB97M-V/def2-TZVPD) for an isolated molecule of C2H2ClNO.

Output
**SMILES**: O=C1N[C@@H]1Cl
**Charge**: 0
**HOMO energy**: -10.041 eV

Element x y z (Å)
C  -0.342  -1.535  0.020
C  0.554  -0.406  0.412
N  -0.524  -0.303  -0.495
O  -0.720  -2.647  0.023
Cl  2.426  -0.296  -0.081
H  0.411  0.105  1.377
H  -0.437  -0.095  -1.445

Mulliken population analysis, charges in e, atoms 1 to 2:
1 C 0.489
2 C -0.056

ii | Density functional theory data (ωB97M-V/def2-TZVPD) for a structure of composition C2H2ClNO.

Output
**Charge**: 0
**HOMO energy**: -9.257 eV

Element x y z (Å)
C  1.766  0.631  -0.009
C  -0.812  -0.294  -0.233
N  0.006  0.159  0.636
O  2.375  -0.221  -0.490
Cl  -2.502  0.094  -0.207
H  -0.591  -0.884  -1.154
H  -0.242  0.515  1.457

Mulliken population analysis, charges in e, atoms 1 to 2:
1 C 0.019
2 C 0.094

iii | Density functional theory data (ωB97M-V/def2-TZVPD) for an isolated molecule of C2H2ClNO.

Output
**SMILES**: N#COCCl
**Charge**: 0
**HOMO energy**: -11.276 eV

Element x y z (Å)
C  0.360  0.560  -1.372
C  -0.320  -0.488  0.700
N  0.306  1.420  -2.120
O  0.402  -0.479  -0.546
Cl  0.558  0.654  1.647
H  -1.308  -0.155  0.560
H  0.002  -1.512  1.131

Mulliken population analysis, charges in e, atoms 1 to 2:
1 C 0.482
2 C -0.187

We find iii to be the most stable, with the next structure 0.0090 hartree higher.

i | Density functional theory data (ωB97M-V/def2-TZVPD) for an isolated molecule of C3H3BrO.

Output
**SMILES**: CC(Br)=C=O
**Charge**: 0
**HOMO energy**: -8.688 eV

Element x y z (Å)
C  -0.041  -0.774  -2.649
C  -0.678  -0.315  -1.511
C  -0.154  -0.030  -0.163
O  0.629  -1.009  -3.623
Br  -2.575  -0.520  -1.684
H  0.368  0.884  -0.010
H  0.593  -0.845  0.143
H  -1.170  -0.161  0.361

Mulliken population analysis, charges in e, atoms 1 to 2:
1 C 0.509
2 C 0.055

ii | Density functional theory data (ωB97M-V/def2-TZVPD) for a cluster of 2 separate species, C3H3BrO in total.

Output
**Charge**: 0
**HOMO energy**: -8.717 eV

Element x y z (Å)
C  0.241  1.246  0.002
C  -0.275  0.136  -0.558
C  -0.837  -0.970  0.239
O  -1.583  -1.652  0.770
Br  1.612  -2.053  0.789
H  0.687  1.939  -0.779
H  0.080  1.595  1.074
H  0.077  -0.240  -1.537

Mulliken population analysis, charges in e, atoms 1 to 2:
1 C -0.372
2 C -0.204

iii | Density functional theory data (ωB97M-V/def2-TZVPD) for an isolated molecule of C3H3BrO.

Output
**SMILES**: BrCC1=CO1
**Charge**: 0
**HOMO energy**: -8.311 eV

Element x y z (Å)
C  0.678  -1.463  -0.202
C  0.029  -0.384  -0.288
C  -0.526  1.002  0.292
O  0.567  -0.769  -1.561
Br  -0.913  1.060  2.147
H  1.233  -2.325  0.038
H  -1.405  1.227  -0.384
H  0.336  1.652  -0.042

Mulliken population analysis, charges in e, atoms 1 to 2:
1 C -0.142
2 C 0.120

We find i to be the most stable, with the next structure 0.0163 hartree higher.